Computed, not measured: C16H50BN10O8Pd as an isolated structure at a distorted geometry, with ωB97M-V/def2-TZVPD.

Structure (XYZ):
```
86
Properties=species:S:1:pos:R:3:lowdin_charge:R:1
Pd 2.820 2.004 -1.523 1.1826
B 2.459 0.345 0.060 -0.4467
H 2.323 0.926 0.959 -0.0021
H 3.384 0.486 -0.478 -0.0459
H 2.337 -0.679 0.378 -0.0186
H 1.666 0.593 -0.628 -0.0637
C -1.038 0.363 -0.783 -0.0835
O -1.836 1.544 -0.912 -0.2282
C -2.958 1.491 -0.036 -0.2097
C -3.720 2.813 -0.159 -0.2006
N -5.149 2.753 0.211 -0.0573
C -5.843 3.971 -0.163 -0.2183
C -7.326 3.935 0.217 -0.2358
O -7.879 3.407 -0.955 -0.1994
C -9.289 3.105 -0.910 -0.0790
H -0.473 0.297 0.146 0.0892
H -0.233 0.535 -1.498 0.0607
H -1.418 -0.638 -0.987 0.0873
H -2.688 1.189 0.976 0.1321
H -3.556 0.691 -0.472 0.1258
H -3.522 3.005 -1.213 0.1220
H -3.280 3.594 0.461 0.1029
H -5.656 1.946 -0.123 0.1129
H -5.827 4.106 -1.245 0.1195
H -5.393 4.832 0.330 0.1160
H -7.722 4.905 0.517 0.1188
H -7.471 3.312 1.100 0.1225
H -9.752 3.800 -0.210 0.0823
H -9.583 2.086 -0.659 0.0822
H -9.748 3.288 -1.882 0.0831
C -2.280 -4.436 3.962 -0.0510
O -1.213 -3.477 3.565 -0.2307
C 0.116 -3.947 3.422 -0.2107
C 1.074 -2.798 2.979 -0.1787
N 0.950 -2.538 1.549 -0.0709
C 1.560 -3.561 0.778 -0.2269
C 1.174 -3.366 -0.697 -0.1988
O 0.300 -4.445 -1.043 -0.1903
C -1.041 -4.186 -0.619 -0.0960
H -2.274 -5.317 3.320 0.0757
H -3.210 -3.891 3.796 0.0844
H -2.117 -4.759 4.990 0.0797
H 0.111 -4.807 2.753 0.1058
H 0.298 -4.307 4.435 0.1157
H 2.097 -3.076 3.234 0.1017
H 0.874 -1.804 3.379 0.1201
H 1.518 -1.754 1.261 0.0461
H 1.512 -4.594 1.121 0.1287
H 2.623 -3.332 0.856 0.1071
H 2.087 -3.395 -1.291 0.1004
H 0.720 -2.440 -1.050 0.1050
H -1.663 -4.960 -1.067 0.0834
H -1.533 -3.310 -1.041 0.0772
H -1.163 -4.335 0.454 0.0808
C 1.898 -0.282 -3.642 -0.7158
O 1.923 0.765 -3.014 -0.0553
N 2.612 -1.307 -3.354 0.2346
N 0.983 -0.451 -4.566 0.2040
H 3.362 -1.146 -2.697 0.1293
H 2.568 -2.121 -3.951 0.1389
H 0.816 -1.392 -4.893 0.1234
H 0.219 0.200 -4.683 0.1355
C 5.414 -0.631 2.352 -0.7374
O 6.225 -0.261 1.489 0.0018
N 5.749 -1.206 3.449 0.1687
N 4.134 -0.444 2.333 0.1909
H 6.719 -1.222 3.729 0.1280
H 5.127 -1.509 4.185 0.1192
H 3.653 -0.668 3.192 0.1187
H 3.630 -0.085 1.535 0.0148
C 5.912 0.536 -2.306 -0.7007
O 4.958 1.345 -2.155 -0.0860
N 6.475 -0.083 -1.326 0.2147
N 6.310 0.089 -3.468 0.1787
H 7.241 -0.697 -1.564 0.1290
H 6.208 0.018 -0.357 0.0708
H 7.100 -0.525 -3.609 0.1281
H 5.748 0.478 -4.211 0.1252
C 0.382 4.026 -0.592 -0.6349
O 1.027 3.209 -1.297 -0.0647
N -0.668 3.823 0.125 0.2035
N 0.651 5.302 -0.390 0.1664
H -0.922 4.489 0.840 0.1361
H -1.154 2.953 -0.037 0.0762
H 0.185 5.902 0.276 0.1253
H 1.370 5.728 -0.958 0.1238
```

Values from the calculation:
- largest force on an atom (Eh/bohr) = 0.124
- ΔE to the lowest compared entry with this formula, charge and spin (eV) = 3.2163
- spin multiplicity = 3
- total charge = +1
- ⟨S²⟩ = 2.003
- HOMO level (spin up / spin down) (eV) = -10.3 / -10.3
- molecular weight (g/mol) = 627.87